DFT (wB97M-V/def2-TZVPD) results for a molecular structure, C48H42AsO2P2S5Tc.

Geometry as XYZ:
```
101
C48H42AsO2P2S5Tc wB97M-V/def2-TZVPD
Tc -1.26582 -0.51615 -1.93098
S -1.56285 -2.08897 -0.07905
P -2.11188 -0.37769 0.88606
C -1.61347 0.66217 -0.36554
P -1.72289 2.25742 -0.94665
S -1.44104 1.75980 -2.90778
C -0.44245 3.32355 -0.29752
C -0.51436 4.70288 -0.51108
C 0.50095 5.52394 -0.05622
C 1.58305 4.97226 0.62211
C 1.65720 3.60439 0.83000
C 0.65128 2.77213 0.36051
C -3.28054 3.08072 -0.61055
C -3.45858 3.75804 0.59715
C -4.69221 4.30345 0.90780
C -5.74906 4.17760 0.01616
C -5.57673 3.50825 -1.18523
C -4.34367 2.95956 -1.50159
C -1.38324 -0.18137 2.50709
C -1.48508 -1.24843 3.39932
C -1.06155 -1.09134 4.70752
C -0.55423 0.13169 5.13101
C -0.45167 1.19148 4.24360
C -0.86131 1.03543 2.92714
C -3.88454 -0.34421 1.20120
C -4.40462 0.70919 1.95574
C -5.76763 0.80140 2.16835
C -6.61648 -0.16734 1.64843
C -6.10431 -1.22494 0.91516
C -4.73852 -1.31415 0.68624
H -1.36044 5.13382 -1.03017
H 0.44837 6.58966 -0.22316
H 2.36904 5.61789 0.98813
H 2.50550 3.17725 1.34705
H 0.72338 1.69771 0.50587
H -2.63468 3.86643 1.28997
H -4.82879 4.83200 1.84024
H -6.70892 4.61302 0.25565
H -6.39977 3.42005 -1.87929
H -4.20192 2.44421 -2.44232
H -1.89663 -2.19807 3.07841
H -1.13366 -1.91843 5.39938
H -0.23165 0.25392 6.15546
H -0.04392 2.13751 4.57068
H -0.77109 1.86387 2.23436
H -3.74554 1.45316 2.38493
H -6.16830 1.62059 2.74733
H -7.68022 -0.10235 1.82841
H -6.76529 -1.98338 0.52285
H -4.33673 -2.14187 0.11826
O -4.40262 -0.63472 -2.41680
C -3.28629 -0.56891 -2.19863
O 0.65308 -0.83002 -2.02656
C 1.52078 -0.81512 -3.15112
C 2.01994 -2.23073 -3.33161
C 2.74878 -2.76369 -4.35086
C 2.98708 -4.15379 -4.18093
C 2.41756 -4.63779 -3.04290
S 1.59300 -3.41891 -2.17587
C 0.71752 -0.41102 -4.36603
C 0.93619 0.48896 -5.34859
C -0.14363 0.54644 -6.30131
C -1.15237 -0.30756 -6.01515
S -0.76926 -1.25692 -4.62648
C 2.65421 0.14318 -2.90364
C 3.99510 -0.09310 -2.94793
C 4.76769 1.06426 -2.65704
C 3.98924 2.15218 -2.40769
S 2.32650 1.78681 -2.53059
H 3.09537 -2.18827 -5.19671
H 3.54554 -4.75980 -4.87453
H 2.43713 -5.64517 -2.66993
H 1.81439 1.11301 -5.38939
H -0.15382 1.20038 -7.15699
H -2.05975 -0.48507 -6.56142
H 4.41715 -1.06304 -3.15561
H 5.84431 1.08008 -2.63706
H 4.30426 3.15048 -2.16107
C 2.56097 -0.41614 3.05613
As 1.96312 -0.89749 1.25203
C 3.74884 -0.95597 0.45908
C 1.65562 -2.83141 1.59390
C 2.79120 -3.59158 2.19726
C 2.89607 -3.74261 3.57759
C 3.95671 -4.43477 4.14195
C 4.93349 -4.99265 3.32974
C 4.83771 -4.85379 1.95212
C 3.77627 -4.15982 1.39316
H 3.39620 -1.03890 3.36985
H 1.74405 -0.52504 3.76585
H 2.87714 0.62769 3.04973
H 4.42462 -1.55390 1.06735
H 4.11571 0.07007 0.40301
H 3.71081 -1.36009 -0.55188
H 1.36080 -3.26469 0.63869
H 0.78155 -2.86047 2.25013
H 2.13330 -3.31436 4.21803
H 4.01754 -4.54153 5.21614
H 5.75752 -5.53941 3.76626
H 5.59185 -5.28703 1.31029
H 3.70927 -4.05590 0.31561
```

Summary:
**Multiplicity**: 4
**<S²>**: 3.78
**Net charge**: +1
**HOMO-LUMO gap (spin up / spin down)**: 7.1 / 5.7 eV
**Lowest unoccupied orbital energy (spin up / spin down)**: -2.802 / -4.162 eV
**Energy above the lowest of the compared OMol25 structures with the same formula, charge and spin**: 20.0 kcal/mol

Here are the Mulliken charges for atoms 1 to 99, given in e: number 1, Tc, carries -1.23; number 2, S, carries -0.42; number 3, P, carries 0.86; number 4, C, carries 0.93; number 5, P, carries 1.53; number 6, S, carries -0.55; number 7, C, carries 0.77; number 8, C, carries -0.72; number 9, C, carries -0.72; number 10, C, carries -0.79; number 11, C, carries -0.72; number 12, C, carries 0.03; number 13, C, carries 0.41; number 14, C, carries -0.38; number 15, C, carries -0.76; number 16, C, carries -0.48; number 17, C, carries -0.83; number 18, C, carries -0.56; number 19, C, carries 0.98; number 20, C, carries -0.88; number 21, C, carries -0.62; number 22, C, carries -0.79; number 23, C, carries -0.92; number 24, C, carries 0.38; number 25, C, carries 1.04; number 26, C, carries -0.59; number 27, C, carries -0.65; number 28, C, carries -0.64; number 29, C, carries -0.87; number 30, C, carries -0.53; number 31, H, carries 0.52; number 32, H, carries 0.44; number 33, H, carries 0.44; number 34, H, carries 0.55; number 35, H, carries 0.07; number 36, H, carries 0.44; number 37, H, carries 0.45; number 38, H, carries 0.44; number 39, H, carries 0.45; number 40, H, carries 0.41; number 41, H, carries 0.48; number 42, H, carries 0.48; number 43, H, carries 0.39; number 44, H, carries 0.47; number 45, H, carries 0.27; number 46, H, carries 0.38; number 47, H, carries 0.49; number 48, H, carries 0.43; number 49, H, carries 0.45; number 50, H, carries 0.52; number 51, O, carries -0.26; number 52, C, carries 0.48; number 53, O, carries 0.02; number 54, C, carries 3.20; number 55, C, carries -0.90; number 56, C, carries -0.33; number 57, C, carries -0.96; number 58, C, carries -0.67; number 59, S, carries 0.07; number 60, C, carries -0.82; number 61, C, carries -0.58; number 62, C, carries -0.65; number 63, C, carries -0.68; number 64, S, carries -0.07; number 65, C, carries -0.61; number 66, C, carries -0.61; number 67, C, carries -0.87; number 68, C, carries -0.71; number 69, S, carries 0.23; number 70, H, carries 0.60; number 71, H, carries 0.47; number 72, H, carries 0.56; number 73, H, carries 0.66; number 74, H, carries 0.48; number 75, H, carries 0.50; number 76, H, carries 0.66; number 77, H, carries 0.42; number 78, H, carries 0.53; number 79, C, carries -1.32; number 80, As, carries 0.66; number 81, C, carries -1.21; number 82, C, carries -0.62; number 83, C, carries 0.19; number 84, C, carries -0.20; number 85, C, carries -0.74; number 86, C, carries -0.51; number 87, C, carries -0.74; number 88, C, carries -0.22; number 89, H, carries 0.54; number 90, H, carries 0.14; number 91, H, carries 0.36; number 92, H, carries 0.57; number 93, H, carries 0.45; number 94, H, carries 0.08; number 95, H, carries 0.24; number 96, H, carries 0.35; number 97, H, carries 0.41; number 98, H, carries 0.41; number 99, H, carries 0.39

=====

DFT (wB97M-V/def2-TZVPD) results for a molecular structure, C48H42BrCl2F15GeILaN3PS3.

Geometry as XYZ:
```
118
C48H42BrCl2F15GeILaN3PS3 wB97M-V/def2-TZVPD
La 0.24944 -0.36303 0.40223
C 1.03737 3.02405 2.70813
C 1.46972 1.73445 3.29636
N 1.10913 0.55516 2.85582
C 1.52191 -0.44238 3.70694
C 2.25544 0.00204 4.77133
S 2.40697 1.70180 4.74289
C 1.12590 -1.82387 3.50358
C 1.21176 -2.79710 4.45949
S 0.66374 -4.29401 3.85016
C 0.34110 -3.53757 2.33248
N 0.61696 -2.25856 2.30016
C -0.15888 -4.35103 1.20227
H 0.47897 2.83503 1.79478
H 1.88664 3.67549 2.50611
H 0.39461 3.55588 3.41309
H 2.71278 -0.59090 5.53471
H 1.55539 -2.70840 5.46900
H 0.62730 -5.01738 0.84228
H -0.48759 -3.71284 0.38683
H -0.99539 -4.97272 1.51808
Cl -1.67986 -2.12785 -1.14890
C -2.36657 -2.59102 -2.74486
Cl -3.39738 -4.01307 -2.57416
H -1.53182 -2.82079 -3.40386
H -2.95706 -1.74750 -3.10000
F 1.09388 4.90202 -2.64773
C 0.78471 4.46653 -3.88242
C 0.97136 3.12572 -4.13973
C 0.58091 2.62666 -5.36551
F 0.70484 1.30288 -5.54189
C 0.07320 3.44665 -6.36242
F -0.28837 2.95150 -7.53868
C -0.06601 4.81084 -6.09790
F -0.55519 5.61461 -7.02772
C 0.27496 5.32533 -4.84547
F 0.09406 6.61358 -4.57816
Ge 1.70022 1.87145 -2.81371
S 0.10306 0.58461 -2.18189
C 3.25183 0.83677 -3.53534
C 3.86577 0.98798 -4.76376
F 3.35822 1.85365 -5.63314
C 5.01378 0.26939 -5.09672
F 5.57873 0.41168 -6.28407
C 5.57289 -0.59940 -4.16092
F 6.65970 -1.29778 -4.45728
C 4.98460 -0.73952 -2.90437
F 5.53386 -1.54325 -1.98938
C 3.83234 -0.02723 -2.62934
F 3.22837 -0.13178 -1.40163
C 2.90071 2.85379 -1.51834
C 3.84889 3.68835 -2.08618
F 3.76368 3.92176 -3.39637
C 4.90199 4.22596 -1.35426
F 5.80592 4.99289 -1.93810
C 5.02928 3.90812 -0.00010
F 6.03614 4.38685 0.70925
C 4.09998 3.05306 0.58588
F 4.19844 2.70059 1.87134
C 3.06587 2.54885 -0.18863
F 2.18302 1.65371 0.38371
C -1.12157 3.24078 -0.39560
C -2.16929 3.02242 0.69427
C -3.42634 3.81486 0.34336
P -2.33251 1.17068 1.03504
C -3.71448 0.41696 0.01206
C -5.14633 0.78404 0.38560
C -3.48027 0.68065 -1.47336
C -3.02189 1.02257 2.77903
C -1.90140 0.67016 3.75265
C -3.78106 2.23900 3.29574
H -0.89841 4.30089 -0.49658
H -1.48432 2.87915 -1.35508
H -0.18746 2.71728 -0.17205
H -1.77302 3.41652 1.63880
H -3.83691 3.51397 -0.61548
H -3.15126 4.86621 0.26491
H -4.19857 3.73904 1.10062
H -3.58181 -0.65720 0.21226
H -5.34344 1.83990 0.24645
H -5.40178 0.50327 1.40137
H -5.81371 0.23504 -0.27427
H -3.73359 1.70681 -1.72170
H -4.12932 0.03798 -2.06291
H -2.44676 0.50281 -1.76907
H -3.70952 0.17232 2.72875
H -1.17631 1.47721 3.81066
H -1.40130 -0.25027 3.45039
H -2.31007 0.51822 4.74934
H -3.14012 3.11421 3.35546
H -4.13407 2.02518 4.30205
H -4.65105 2.46600 2.68957
Br -6.48954 -2.37716 3.27905
C -5.68042 -3.85825 4.13513
C -6.44961 -4.67310 4.95130
C -5.87529 -5.76693 5.57299
C -4.53185 -6.04589 5.38494
C -3.76057 -5.23837 4.56423
C -4.33746 -4.14505 3.94600
I -3.15500 -2.91000 2.70351
H -7.49612 -4.45193 5.09589
H -6.47948 -6.40149 6.20232
H -4.08473 -6.89039 5.88367
H -2.71632 -5.46039 4.40596
C 4.77573 -4.71064 -2.63915
C 3.72525 -3.92066 -1.94612
C 2.67113 -3.30903 -2.62926
C 1.74581 -2.54683 -1.94278
N 1.80200 -2.31554 -0.62064
C 2.81092 -2.90664 0.03785
C 3.75695 -3.70990 -0.56784
H 5.39372 -4.05821 -3.25609
H 4.33460 -5.44758 -3.30589
H 5.42281 -5.21582 -1.92751
H 2.57145 -3.41562 -3.69783
H 0.93758 -2.06559 -2.48721
H 2.88657 -2.71072 1.10103
H 4.54354 -4.14559 0.03023
```

Summary:
**Net charge**: +2
**HOMO-LUMO gap**: 7.6 eV
**Lowest unoccupied orbital energy**: -5.396 eV
**Energy above the lowest of the compared OMol25 structures with the same formula, charge and spin**: 5.0 kcal/mol

Here are the Mulliken charges for atoms 1 to 99, given in e: number 1, La, carries 2.78; number 2, C, carries -0.98; number 3, C, carries -0.04; number 4, N, carries 0.89; number 5, C, carries -0.46; number 6, C, carries -0.58; number 7, S, carries -0.21; number 8, C, carries -0.57; number 9, C, carries -0.47; number 10, S, carries -0.15; number 11, C, carries -0.11; number 12, N, carries 1.13; number 13, C, carries -0.97; number 14, H, carries -0.30; number 15, H, carries 0.47; number 16, H, carries 0.61; number 17, H, carries 0.54; number 18, H, carries 0.51; number 19, H, carries 0.33; number 20, H, carries -0.13; number 21, H, carries 0.52; number 22, Cl, carries 0.05; number 23, C, carries -0.50; number 24, Cl, carries -0.12; number 25, H, carries 0.35; number 26, H, carries 0.30; number 27, F, carries -0.37; number 28, C, carries 0.25; number 29, C, carries 0.22; number 30, C, carries -0.12; number 31, F, carries -0.32; number 32, C, carries 0.15; number 33, F, carries -0.28; number 34, C, carries 0.46; number 35, F, carries -0.27; number 36, C, carries 0.24; number 37, F, carries -0.28; number 38, Ge, carries 0.72; number 39, S, carries -1.14; number 40, C, carries 0.30; number 41, C, carries 0.63; number 42, F, carries -0.26; number 43, C, carries -0.04; number 44, F, carries -0.28; number 45, C, carries 0.65; number 46, F, carries -0.31; number 47, C, carries -0.15; number 48, F, carries -0.36; number 49, C, carries -0.60; number 50, F, carries -0.38; number 51, C, carries 0.37; number 52, C, carries 0.72; number 53, F, carries -0.39; number 54, C, carries 0.15; number 55, F, carries -0.27; number 56, C, carries 0.36; number 57, F, carries -0.28; number 58, C, carries -0.28; number 59, F, carries -0.27; number 60, C, carries -0.37; number 61, F, carries 0.52; number 62, C, carries -1.12; number 63, C, carries 0.69; number 64, C, carries -1.75; number 65, P, carries 0.72; number 66, C, carries 1.05; number 67, C, carries -1.57; number 68, C, carries -1.22; number 69, C, carries 0.71; number 70, C, carries -1.31; number 71, C, carries -1.80; number 72, H, carries 0.63; number 73, H, carries 0.34; number 74, H, carries -0.47; number 75, H, carries 0.35; number 76, H, carries 0.29; number 77, H, carries 0.50; number 78, H, carries 0.34; number 79, H, carries 0.05; number 80, H, carries 0.24; number 81, H, carries 0.30; number 82, H, carries 0.50; number 83, H, carries 0.22; number 84, H, carries 0.49; number 85, H, carries -0.04; number 86, H, carries 0.34; number 87, H, carries 0.15; number 88, H, carries -0.10; number 89, H, carries 0.63; number 90, H, carries 0.34; number 91, H, carries 0.50; number 92, H, carries 0.33; number 93, Br, carries -0.17; number 94, C, carries 0.07; number 95, C, carries -0.47; number 96, C, carries -0.56; number 97, C, carries -0.69; number 98, C, carries -0.42; number 99, C, carries 0.48